Entry 1:
Density functional theory data (wB97M-V/def2-TZVPD) for C5H8O2 as an isolated structure.

The geometry in XYZ format:
```
15
Properties=species:S:1:pos:R:3:forces:R:3:nbo_charge:R:1
C 0.442 -0.356 -1.736 0.1032 -0.1574 0.1612 -0.6106
C 0.157 -0.005 -0.302 0.0260 0.0652 -0.4195 -0.1231
C 0.867 1.004 0.582 0.0314 0.2271 -0.1658 -0.0552
O 0.648 0.181 1.759 -0.0655 -0.0724 0.0586 -0.5306
C 0.068 -0.847 0.945 -0.0342 -0.4043 -0.0063 0.0545
C -1.182 -0.308 0.327 0.2568 0.0951 0.0155 0.0678
O -1.936 0.646 1.011 0.0366 -0.0755 0.0802 -0.7005
H 1.520 -0.319 -1.961 -0.4276 0.1769 -0.0551 0.2162
H 0.104 -1.369 -1.981 0.0551 0.0546 0.2410 0.2177
H -0.146 0.298 -2.380 0.3432 0.2082 -0.2148 0.2191
H 0.408 1.996 0.681 0.0765 -0.1661 -0.0291 0.1844
H 1.938 1.101 0.369 -0.1434 -0.0608 0.0935 0.1837
H 0.327 -1.877 1.167 -0.0706 0.1124 0.0138 0.2010
H -1.760 -0.967 -0.324 -0.0494 0.0469 0.5065 0.1938
H -1.477 0.807 1.854 -0.1381 -0.0498 -0.2797 0.4819
```
Forces are in eV/Å.

## Properties
energy above the lowest of the compared OMol25 structures with the same formula, charge and spin	2.594	eV
charge	0

=====

Entry 2:
Density functional theory data (wB97M-V/def2-TZVPD) for a 9-piece molecular cluster, C19H53FN17O14 overall in a non-equilibrium geometry.

The geometry in XYZ format:
```
104
Properties=species:S:1:pos:R:3:forces:R:3:lowdin_charge:R:1
C 5.572 0.051 3.831 -0.2970 -0.2960 -0.7028 -0.0876
C 5.909 -1.393 3.089 0.8634 1.1725 0.4748 -0.2410
O 5.541 -1.261 1.649 -1.6954 -1.3665 1.2721 -0.2421
C 4.122 -1.678 1.466 -0.7362 0.7252 0.4860 -0.1660
C 3.470 -1.111 0.042 0.3003 -1.1984 0.3843 -0.1552
O 2.256 -0.313 0.300 0.5416 -1.7107 -0.9362 -0.2288
C 1.073 -1.175 0.513 -0.2887 -0.4958 1.2936 -0.1540
C -0.283 -0.199 0.449 1.4043 -0.2724 -1.6459 -0.1431
O -0.179 0.941 1.372 -1.9924 -1.1640 0.3049 -0.1979
C -1.324 1.030 2.290 -0.4423 -0.1938 0.3258 -0.1392
C -1.285 -0.032 3.549 -0.0932 1.6626 0.5092 -0.1628
C 0.163 -0.154 4.302 5.0076 -1.1283 4.7573 -0.3948
O 1.369 -0.180 3.733 -6.1108 0.1495 1.3137 -0.1234
O 0.133 -0.307 5.790 -1.2291 0.7238 -7.3120 -0.2968
N -1.871 -1.329 3.048 1.9933 -0.4635 0.9121 -0.1831
O -3.229 -1.141 3.083 -2.9291 0.9773 -1.7088 -0.0903
C -1.590 -2.507 3.949 0.1153 -1.9963 0.0141 -0.2201
C -0.348 -3.355 3.296 0.2189 0.8244 -0.9854 -0.0388
F -2.800 -3.406 3.844 2.3328 1.3956 0.1324 -0.1320
H 6.157 0.886 3.254 -1.1573 -1.6108 1.1450 0.0727
H 4.414 0.277 3.724 2.3963 -0.4453 0.3803 0.0815
H 5.882 0.077 4.959 -0.6012 -0.2469 -2.1362 0.0765
H 5.389 -2.304 3.614 0.7930 1.6853 -1.1300 0.1201
H 7.079 -1.544 3.112 -2.4531 0.2346 -0.0630 0.0932
H 3.526 -1.233 2.393 0.8289 -0.8404 -2.1382 0.1225
H 3.979 -2.841 1.489 0.6367 1.9398 -0.0050 0.1209
H 4.277 -0.511 -0.581 -1.7998 -0.8808 1.5285 0.1346
H 3.193 -2.079 -0.598 0.4358 2.0787 1.1945 0.1248
H 1.008 -2.080 -0.249 0.1461 2.4580 1.4003 0.0970
H 1.216 -1.665 1.586 -0.6349 1.2806 -2.0163 0.1076
H -0.275 0.259 -0.652 0.0131 -0.8994 2.1994 0.1348
H -1.274 -0.817 0.529 1.9527 1.1314 0.2772 0.0991
H -2.298 0.831 1.649 1.6540 0.3376 1.3421 0.1144
H -1.449 2.121 2.745 0.7769 -2.2456 -1.1476 0.1425
H -2.051 0.398 4.356 1.7521 -0.9592 -1.5449 0.1617
H -3.557 -0.980 2.140 1.0539 -0.4961 1.8864 0.1253
H -1.485 -2.259 5.087 -0.1229 -0.2766 -2.1927 0.1591
H -0.357 -4.504 3.515 -0.1257 2.3290 0.0129 0.0816
H 0.698 -2.852 3.566 -2.3600 -1.0905 -0.3070 0.0980
H -0.450 -3.233 2.113 0.1455 -0.3106 2.5863 0.0709
C 4.245 3.437 2.272 0.1705 -0.2466 0.0158 -0.7202
O 5.432 3.182 2.400 0.5883 0.0196 0.0029 -0.0063
N 3.393 2.627 1.618 -0.2004 -0.7454 -0.9013 0.1847
N 3.683 4.551 2.774 -0.0015 1.3206 0.6616 0.1552
H 2.413 2.820 1.503 0.0666 -0.2629 0.2467 0.0920
H 3.776 1.777 1.225 -0.3346 0.1478 0.2287 0.0990
H 4.289 5.189 3.274 -0.2731 -0.3415 -0.2076 0.1027
H 2.708 4.779 2.679 -0.1426 0.0747 -0.0058 0.0492
C 9.965 -1.776 4.638 -0.9879 0.8026 -0.3780 -0.7145
O 9.073 -1.001 4.331 0.3144 -0.1632 0.1203 0.0327
N 10.307 -2.830 3.875 0.1444 -1.1364 -1.1793 0.1478
N 10.685 -1.646 5.767 0.6910 0.5047 1.4821 0.1427
H 11.038 -3.480 4.111 -0.1714 0.1410 -0.0403 0.0920
H 9.790 -2.964 3.016 0.1798 0.0451 0.3308 0.1137
H 10.459 -0.866 6.370 0.0761 -0.3214 -0.2407 0.1117
H 11.423 -2.275 6.037 -0.1733 0.1279 -0.0631 0.0911
C 0.143 5.920 1.282 -0.0995 0.1126 0.4928 -0.6987
O 0.851 5.741 2.260 0.4327 -0.1147 0.3821 0.0121
N -0.912 6.754 1.291 -0.1722 0.0900 0.4442 0.1444
N 0.353 5.297 0.108 0.6680 -0.8045 -1.0098 0.1629
H -1.507 6.914 0.496 0.1913 0.0739 0.3967 0.0513
H -1.106 7.243 2.156 0.0706 -0.3177 -0.4635 0.0975
H 1.137 4.660 0.059 -0.3106 0.1729 -0.0469 0.1076
H -0.219 5.431 -0.708 0.0847 -0.0346 0.2199 0.0993
C -2.979 9.432 0.575 0.1712 -0.4501 -0.1422 -0.6812
O -2.558 8.337 0.236 -0.7092 0.5683 -0.4012 0.0120
N -3.708 10.215 -0.241 -0.7165 0.4693 -1.2031 0.1537
N -2.752 9.952 1.794 0.4581 0.0556 1.2718 0.1645
H -4.063 11.119 0.020 0.0881 -0.1883 -0.0421 0.0987
H -3.901 9.860 -1.168 0.0663 0.1659 0.3694 0.1140
H -2.208 9.395 2.439 -0.2099 0.3091 -0.1974 0.1105
H -3.091 10.852 2.091 0.0786 -0.1955 -0.0598 0.1015
C -1.157 -3.893 -1.195 0.4293 0.2878 -0.0289 -0.6928
O -0.198 -3.144 -1.292 -0.2635 -0.2364 -0.3232 0.0170
N -1.327 -4.964 -1.992 0.1639 -0.9775 -1.0590 0.1597
N -2.130 -3.715 -0.283 -0.8501 0.6508 0.9878 0.1674
H -2.109 -5.592 -1.927 0.1732 0.1535 0.0556 0.0941
H -0.617 -5.134 -2.692 -0.0855 -0.0125 -0.0509 0.0799
H -2.040 -2.920 0.336 -0.0371 -0.3104 -0.0212 0.0825
H -2.927 -4.321 -0.188 0.2122 0.1046 0.0399 0.0983
C -0.363 -5.096 -5.840 -0.1906 0.5168 0.7301 -0.7167
O 0.346 -5.274 -4.862 0.2416 -0.3069 0.3132 0.0139
N -1.418 -4.261 -5.831 -0.4666 0.3574 0.3546 0.1595
N -0.152 -5.718 -7.014 0.7047 -1.0880 -1.2460 0.1420
H -2.013 -4.101 -6.626 -0.0941 0.2084 0.2749 0.0665
H -1.611 -3.773 -4.967 -0.0168 -0.0506 -0.3934 0.1070
H 0.632 -6.356 -7.063 -0.3223 0.2765 -0.0021 0.1072
H -0.725 -5.584 -7.830 0.1109 0.0322 0.2025 0.0947
C -4.969 -2.917 -6.050 0.0207 0.7213 -0.1048 -0.7026
O -3.803 -2.844 -6.404 0.4810 -0.1172 -0.2711 0.0059
N -5.808 -1.866 -6.088 0.1108 0.7495 0.0645 0.1555
N -5.520 -4.055 -5.590 -0.1346 -1.5706 0.4149 0.1542
H -6.771 -1.906 -5.800 0.0932 0.1147 -0.2755 0.0588
H -5.433 -0.990 -6.428 -0.2104 -0.3733 0.1402 0.1142
H -4.923 -4.870 -5.545 -0.2524 0.3134 0.0272 0.1083
H -6.478 -4.134 -5.293 0.1854 0.0779 -0.0774 0.1000
C -9.068 -0.326 -7.236 0.1637 -0.2430 0.1954 -0.6937
O -8.353 -1.200 -6.773 -0.1724 -0.0969 0.0240 0.0096
N -9.223 -0.138 -8.559 0.1729 -0.2355 -1.3740 0.1556
N -9.765 0.528 -6.465 -0.4962 0.6006 1.1526 0.1553
H -9.807 0.576 -8.960 0.1233 -0.1412 0.1024 0.1000
H -8.715 -0.760 -9.175 -0.1983 0.2579 0.2126 0.1167
H -9.677 0.421 -5.463 -0.0608 0.0841 -0.3788 0.1165
H -10.359 1.254 -6.829 0.1331 -0.1443 0.0694 0.1001
```
Forces are in eV/Å.

## Properties
total energy	-77277.040	eV
charge	-1

=====

Entry 3:
Density functional theory data (wB97M-V/def2-TZVPD) for C35H76Li2O26 as an isolated structure in a non-equilibrium geometry.

The geometry in XYZ format:
```
139
Properties=species:S:1:pos:R:3:forces:R:3:lowdin_charge:R:1
Li -10.125 -10.681 8.304 0.3367 0.5513 -0.2734 0.6068
Li -7.844 -11.996 6.771 0.0641 0.6461 0.3093 0.6466
C -10.465 -14.328 8.840 1.4284 1.3864 -0.9515 -0.0067
C -10.509 -15.698 8.979 -3.1456 0.3764 1.2693 -0.3142
C -9.408 -16.557 8.452 2.4626 -3.2994 0.4723 -0.3390
O -9.202 -17.787 8.746 -2.2158 0.4225 0.9116 -0.0469
C -8.354 -16.047 7.730 -0.4878 4.7828 -1.5361 0.0079
C -8.345 -14.613 7.409 -0.6310 -2.4956 1.7823 -0.2691
C -9.472 -13.672 8.097 0.2661 -2.4857 -0.0761 -0.3332
O -9.384 -12.456 7.934 0.7682 0.9252 -0.4824 -0.1077
O -7.418 -14.083 6.780 -0.3954 1.4807 -0.3685 -0.0632
O -11.583 -16.097 9.560 1.5705 -1.4953 -0.5145 -0.0587
H -11.275 -13.748 9.256 0.0401 0.0706 0.0170 0.1036
H -7.536 -16.664 7.393 -0.0233 -0.0587 0.0191 0.0989
C -9.642 -6.619 7.315 -0.8438 -4.0601 1.6874 -0.0211
C -8.728 -6.009 6.502 0.4743 3.9251 -1.2239 -0.3903
C -7.503 -6.784 5.964 3.0714 0.8421 -2.4580 -0.3592
O -6.584 -6.249 5.248 -2.1871 0.2804 1.4891 -0.0623
C -7.337 -8.154 6.189 -3.6672 -1.8341 2.7264 0.0018
C -8.383 -8.842 6.944 2.2179 1.4070 -0.9673 -0.3231
C -9.588 -8.055 7.569 0.0422 1.8755 -1.6914 -0.3326
O -10.495 -8.751 8.089 0.2857 -0.0243 0.3770 -0.1048
O -8.354 -10.080 7.175 -0.5438 -0.8888 0.2119 -0.1677
O -8.896 -4.770 6.203 0.9332 -2.3649 0.1023 -0.0721
H -10.499 -6.072 7.680 -0.0143 0.0950 -0.0328 0.0939
H -6.452 -8.706 5.912 -0.0086 0.1505 -0.2469 0.0795
C -7.428 -16.682 2.496 -0.5468 0.1422 -0.3861 -0.1149
O -8.740 -16.393 2.909 -0.4951 -0.5674 -0.7575 -0.1779
C -8.787 -15.461 3.951 0.1833 -0.1239 -0.2405 -0.2162
C -10.233 -15.139 4.330 -0.0373 0.7760 -0.3204 -0.1539
O -11.129 -14.889 3.225 -0.1189 0.0125 0.0392 -0.1819
C -10.911 -13.639 2.542 0.9782 -0.7547 0.8118 -0.0760
H -7.517 -17.299 1.602 0.0678 -0.1681 0.1053 0.0855
H -6.858 -17.208 3.265 0.1259 0.0522 0.0990 0.0833
H -6.927 -15.758 2.194 0.2977 0.0782 0.1532 0.0812
H -8.237 -14.574 3.623 0.0019 0.3005 0.1705 0.1112
H -8.239 -15.930 4.772 -0.1741 0.5234 0.6015 0.1167
H -10.240 -14.238 4.950 0.2615 0.1182 0.1953 0.1076
H -10.620 -15.929 4.972 -0.3851 -0.1955 -0.4921 0.1292
H -10.997 -12.786 3.218 -0.0284 0.0055 0.1972 0.0677
H -11.591 -13.483 1.706 -0.2130 -0.5342 0.1530 0.0841
H -9.889 -13.672 2.159 0.0475 0.3374 -0.2546 0.0809
C -5.048 -15.056 10.888 -0.4265 0.1161 0.2008 -0.0867
O -6.144 -15.251 11.786 0.9226 -0.6532 -0.5142 -0.1635
C -7.368 -14.825 11.254 -0.6366 0.8753 1.2111 -0.1904
C -8.451 -14.990 12.340 -0.3229 -0.1313 0.0640 -0.1565
O -8.120 -14.354 13.589 1.7647 -0.1638 -1.8616 -0.1821
C -8.983 -14.644 14.608 -0.8910 0.5989 0.6780 -0.1523
H -4.636 -14.056 11.046 0.0697 0.1483 -0.1333 0.0785
H -5.335 -15.168 9.840 -0.2491 0.0662 -0.0612 0.0811
H -4.255 -15.785 11.051 -0.1725 -0.0953 0.4100 0.0824
H -7.642 -15.349 10.335 -0.1221 -0.2682 0.0589 0.1164
H -7.315 -13.760 11.006 0.1490 0.2261 -0.1044 0.1059
H -8.684 -16.050 12.471 0.3513 -0.1682 0.3349 0.1055
H -9.409 -14.572 12.020 -0.0129 0.2038 -0.4673 0.1106
H -8.632 -14.126 15.502 0.2358 -0.1656 0.0661 0.0821
H -9.074 -15.712 14.818 -0.1827 -0.0818 -0.0911 0.0930
H -9.946 -14.173 14.384 -0.4986 -0.5005 0.1046 0.0858
C -13.611 -13.830 11.197 0.3696 0.4096 -1.0773 -0.1010
O -14.936 -13.293 11.295 0.9346 -0.5786 0.8423 -0.1558
C -15.419 -13.657 12.572 -0.9061 1.2042 0.5341 -0.2202
C -16.842 -13.147 12.748 -0.4506 -1.1751 -0.5863 -0.1986
O -17.647 -13.925 11.860 0.0983 0.1639 0.2340 -0.1872
C -18.986 -13.516 11.763 0.3604 0.2341 0.1204 -0.1258
H -12.889 -13.446 11.922 -0.3641 0.1530 0.5019 0.0947
H -13.192 -13.526 10.238 -0.2730 -0.0652 -0.1556 0.0618
H -13.582 -14.920 11.237 -0.3243 -0.0462 0.0645 0.0800
H -14.898 -13.124 13.375 0.6975 -0.1311 -0.0257 0.1236
H -15.322 -14.730 12.737 -0.2123 -0.0820 0.0022 0.1336
H -16.909 -12.065 12.605 0.0694 0.0857 -0.6916 0.1244
H -17.236 -13.281 13.759 0.3289 -0.3245 0.3195 0.1181
H -19.545 -14.306 11.263 0.0617 0.1462 -0.1960 0.0856
H -19.011 -12.572 11.214 -0.4110 0.0344 -0.1676 0.0872
H -19.445 -13.358 12.743 0.0009 0.0132 0.2100 0.0783
C -11.545 -10.434 4.785 0.3679 0.8077 0.7683 -0.0962
O -11.093 -11.469 5.653 -0.8127 -0.1545 -0.8107 -0.1960
C -12.165 -12.219 6.230 0.9267 -0.4755 0.8838 -0.1851
C -12.874 -11.556 7.403 0.1435 0.9181 -0.1148 -0.1691
O -12.023 -11.256 8.535 -1.2363 0.2364 -0.5292 -0.2624
C -12.778 -10.561 9.568 0.9280 -0.8903 -0.3401 -0.0607
H -12.028 -9.688 5.419 -0.1018 0.3145 -0.2946 0.0870
H -12.217 -10.693 3.963 -0.2042 -0.7380 0.1940 0.0807
H -10.683 -9.965 4.312 0.1896 -0.0813 0.2870 0.0959
H -11.665 -13.127 6.571 -0.2528 -0.1330 0.0989 0.1025
H -12.923 -12.514 5.502 -0.0329 0.1218 -0.1908 0.1339
H -13.736 -12.139 7.729 0.1850 -0.4405 0.0249 0.1158
H -13.300 -10.623 7.023 0.0489 0.3423 0.1457 0.1210
H -13.667 -11.156 9.780 -0.0318 0.0219 0.2980 0.0778
H -13.066 -9.533 9.346 0.2118 -0.0138 -0.5433 0.0937
H -12.057 -10.549 10.384 -0.4207 0.0952 0.2963 0.0748
C -4.945 -11.159 6.109 -0.4658 -0.2967 0.4083 -0.0668
O -5.856 -11.718 7.053 -0.3343 -0.3067 0.2183 -0.2765
C -5.344 -12.193 8.299 0.6333 0.9815 -0.3248 -0.1761
C -4.514 -11.118 9.023 -0.3653 0.9134 0.4712 -0.1811
O -5.141 -9.817 9.111 -0.2492 -1.3732 0.1975 -0.1646
C -6.217 -9.866 10.044 -0.3764 0.7984 -0.1609 -0.1020
H -5.488 -11.027 5.173 -0.1210 -0.0870 0.0702 0.0960
H -4.145 -11.882 5.935 0.3631 0.2594 0.0204 0.0903
H -4.633 -10.165 6.430 0.3841 -0.1227 0.0776 0.0911
H -4.703 -13.068 8.163 0.0757 -0.1516 -0.1856 0.1245
H -6.191 -12.514 8.905 -0.1582 0.1257 -0.1626 0.1096
H -3.531 -10.964 8.577 -0.1611 0.0557 -0.3913 0.1188
H -4.301 -11.412 10.054 -0.0510 -0.5247 0.0867 0.1108
H -7.002 -10.598 9.846 0.2724 -0.3248 -0.3524 0.0707
H -6.746 -8.914 10.000 0.2273 0.1446 -0.1650 0.0963
H -5.873 -9.992 11.074 0.3108 -0.1814 0.0704 0.0853
O -12.617 -18.865 9.691 -0.1320 -0.5646 0.2646 -0.0642
H -12.621 -18.721 8.743 0.0215 0.2480 -0.0288 0.0220
H -12.116 -18.122 10.043 0.1020 0.5313 -0.2183 -0.0094
O -13.747 -14.863 7.785 -0.1578 0.1655 -0.3271 -0.0439
H -12.924 -15.276 8.069 0.1439 -0.1258 0.3072 0.0043
H -14.302 -14.874 8.569 -0.0112 -0.0671 0.1297 0.0286
O -10.945 -20.791 7.943 0.0443 -0.3430 -0.1029 -0.0619
H -10.767 -20.181 8.665 -0.0029 0.1972 0.0717 0.0055
H -11.564 -20.323 7.380 0.0092 0.0654 -0.0589 0.0214
O -11.898 -16.506 12.628 -0.3119 0.0788 0.5024 -0.0734
H -11.245 -17.198 12.470 0.3101 0.0570 -0.1811 -0.0142
H -12.019 -16.105 11.765 0.1424 0.0122 -0.4370 -0.0232
O -9.710 -18.226 11.813 -0.1176 -0.0963 0.2720 -0.0524
H -9.597 -18.212 10.852 0.0845 0.1643 -0.5107 0.0204
H -10.151 -19.060 11.993 0.0323 -0.1794 -0.0564 0.0522
C -6.264 -19.113 6.749 0.8237 -0.5883 0.8585 -0.1844
O -7.387 -19.747 7.340 0.2905 0.5027 -0.6469 -0.1208
H -6.462 -18.436 5.917 -0.2494 -0.0492 -0.0531 0.0630
H -5.695 -18.586 7.520 -0.0974 0.5053 -0.0161 0.0738
H -5.551 -19.884 6.452 -0.2640 -0.1650 -0.4359 0.0683
H -7.915 -19.009 7.672 -0.6182 -0.1286 0.4257 0.0249
C -9.479 -11.710 11.180 0.2019 -1.0788 0.2472 -0.1402
O -9.672 -10.457 10.538 -0.0302 -0.5633 0.1806 -0.1255
H -10.391 -12.248 11.452 -0.5252 0.5351 -0.0422 0.0733
H -8.998 -12.432 10.518 0.2403 0.3819 -0.2697 0.0517
H -8.888 -11.675 12.096 0.1515 0.3422 -0.0462 0.0918
H -9.403 -9.767 11.148 -0.0770 0.1826 -0.2218 0.0961
C -5.121 -14.770 4.583 -0.7150 0.3116 0.1089 -0.1860
O -5.313 -15.291 5.860 1.2189 -1.2347 0.5179 -0.1402
H -4.189 -14.206 4.496 -0.0629 0.3762 0.1698 0.0681
H -5.052 -15.535 3.806 -0.1757 -0.3158 0.1320 0.0579
H -6.011 -14.165 4.397 0.3183 0.4351 -0.6821 0.0714
H -6.084 -14.903 6.311 -0.2002 0.3052 -0.3550 0.0030
```
Forces are in eV/Å.

## Properties
total energy	-91171.998	eV
charge	-2

=====

> The lowest charge belongs to which entry?

C35H76Li2O26